105
Properties=species:S:1:pos:R:3 method="wB97M-V/def2-TZVPD" smiles=CCOCC.CCOCC.CCOCC.CCOCC.CCOCC.CCOCC.CCOCC homo_ev=-9.47 e_above_lowest_kcal_mol=0.0 multiplicity=1 e_lumo_ev=0.74 gap_ev=10.2 largest_force_ev_per_a=3.3
C -1.476 -1.567 -2.364
C -1.664 -2.709 -1.318
O -1.820 -2.145 -0.057
C -2.273 -3.179 0.765
C -2.400 -2.772 2.230
H -2.323 -0.890 -2.467
H -0.719 -0.857 -2.029
H -1.221 -2.025 -3.280
H -2.444 -3.378 -1.525
H -0.753 -3.362 -1.343
H -3.277 -3.436 0.389
H -1.671 -4.164 0.663
H -2.836 -3.485 2.885
H -2.996 -1.855 2.312
H -1.405 -2.575 2.589
C 3.138 -2.136 -2.455
C 2.571 -0.703 -2.510
O 3.524 0.122 -3.149
C 2.844 1.170 -3.889
C 2.323 2.319 -3.096
H 4.034 -2.103 -1.783
H 2.491 -2.931 -2.042
H 3.502 -2.374 -3.432
H 1.568 -0.743 -3.019
H 2.397 -0.359 -1.542
H 3.520 1.511 -4.698
H 2.035 0.714 -4.470
H 1.609 2.977 -3.657
H 3.134 2.960 -2.751
H 1.725 2.069 -2.199
C -0.143 3.286 -0.182
C -0.813 2.055 0.455
O -0.112 1.935 1.661
C -0.132 0.609 2.127
C 0.667 0.614 3.391
H -0.358 4.167 0.433
H 0.893 3.042 -0.176
H -0.434 3.563 -1.164
H -1.887 2.130 0.654
H -0.686 1.167 -0.209
H -1.183 0.208 2.267
H 0.374 0.017 1.325
H 0.122 1.199 4.214
H 1.603 1.098 3.211
H 0.860 -0.372 3.854
C -5.288 0.574 0.161
C -6.165 0.501 -1.062
O -5.942 -0.748 -1.717
C -6.921 -1.021 -2.682
C -6.527 -2.359 -3.340
H -5.533 1.611 0.539
H -5.558 -0.102 1.011
H -4.200 0.502 -0.048
H -7.158 0.582 -0.626
H -6.036 1.305 -1.787
H -7.915 -1.104 -2.195
H -6.938 -0.244 -3.394
H -5.669 -2.236 -3.990
H -7.333 -2.790 -3.927
H -6.275 -3.064 -2.544
C 1.463 5.513 3.012
C 1.680 6.824 2.241
O 0.600 7.163 1.365
C 0.943 8.251 0.597
C 1.579 7.844 -0.712
H 1.280 4.661 2.300
H 2.353 5.324 3.609
H 0.639 5.541 3.727
H 1.843 7.678 2.889
H 2.537 6.663 1.582
H 0.037 8.946 0.490
H 1.589 8.921 1.113
H 2.355 7.126 -0.496
H 2.097 8.635 -1.318
H 0.842 7.225 -1.211
C 5.457 3.233 1.055
C 5.804 1.845 1.579
O 4.727 0.947 1.193
C 5.029 -0.449 1.324
C 3.800 -1.262 1.012
H 5.458 3.150 -0.053
H 4.458 3.483 1.385
H 6.159 3.939 1.392
H 6.766 1.521 1.094
H 6.008 1.710 2.628
H 5.800 -0.676 0.616
H 5.413 -0.665 2.341
H 3.343 -0.809 0.181
H 3.130 -1.264 1.868
H 4.030 -2.295 0.741
C -2.093 -7.284 -1.057
C -0.886 -6.664 -0.382
O -1.258 -6.487 0.979
C -0.193 -6.034 1.778
C -0.447 -6.341 3.232
H -1.938 -7.535 -2.132
H -2.335 -8.185 -0.506
H -2.908 -6.610 -0.998
H -0.041 -7.327 -0.536
H -0.653 -5.657 -0.814
H 0.721 -6.484 1.443
H -0.017 -4.965 1.600
H -0.502 -7.425 3.419
H -1.486 -5.973 3.505
H 0.364 -5.970 3.906

***

123
Properties=species:S:1:pos:R:3 method="wB97M-V/def2-TZVPD" smiles="COCCCCCCCCCC[PH](S)(Br)CCCCCCCCCCOC.NC(N)=O.NC(N)=O.NC(N)=O.NC(N)=O.NC(N)=O.NC(N)=O" homo_ev=-9.25 multiplicity=1 e_lumo_ev=0.34 gap_ev=9.6 largest_force_ev_per_a=2.5
C 6.603 -4.061 3.804
O 7.770 -3.331 4.078
C 8.375 -2.735 2.930
C 8.464 -1.230 3.089
C 7.089 -0.557 3.073
C 6.359 -0.723 1.735
C 5.396 0.413 1.386
C 5.065 0.472 -0.104
C 4.227 1.693 -0.515
C 2.757 1.423 -0.810
C 1.943 0.807 0.329
C 1.622 1.870 1.409
P -0.158 1.924 1.690
S -0.183 -0.216 2.496
Br -0.281 4.096 0.447
C -1.038 2.616 3.114
C -2.460 2.038 3.239
C -3.509 3.082 3.668
C -4.496 2.533 4.698
C -5.249 1.257 4.272
C -5.624 1.149 2.788
C -6.937 0.397 2.522
C -6.862 -0.476 1.271
C -8.134 -1.280 0.993
C -7.859 -2.651 0.386
O -7.847 -3.610 1.426
C -7.245 -4.838 1.060
H 6.764 -4.817 3.025
H 6.320 -4.565 4.729
H 5.768 -3.419 3.490
H 9.370 -3.175 2.805
H 7.802 -2.981 2.031
H 8.975 -1.008 4.030
H 9.075 -0.845 2.267
H 6.485 -0.972 3.888
H 7.211 0.509 3.295
H 5.785 -1.658 1.748
H 7.100 -0.834 0.935
H 5.824 1.374 1.695
H 4.470 0.288 1.962
H 4.526 -0.445 -0.384
H 6.004 0.456 -0.667
H 4.627 2.155 -1.419
H 4.309 2.459 0.267
H 2.680 0.767 -1.684
H 2.297 2.371 -1.098
H 2.457 -0.032 0.803
H 1.034 0.373 -0.102
H 1.940 2.858 1.085
H 2.092 1.635 2.367
H -0.942 1.444 0.654
H -0.517 0.018 3.772
H -1.075 3.695 2.987
H -0.418 2.390 3.987
H -2.761 1.598 2.284
H -2.463 1.210 3.950
H -3.014 3.965 4.082
H -4.044 3.427 2.780
H -5.202 3.317 4.984
H -3.924 2.297 5.603
H -6.163 1.172 4.867
H -4.641 0.390 4.549
H -5.673 2.146 2.341
H -4.831 0.616 2.253
H -7.768 1.104 2.423
H -7.177 -0.237 3.383
H -6.017 -1.164 1.391
H -6.626 0.157 0.409
H -8.680 -1.447 1.927
H -8.805 -0.721 0.336
H -6.880 -2.648 -0.116
H -8.608 -2.927 -0.370
H -7.227 -4.992 -0.021
H -7.820 -5.648 1.513
H -6.214 -4.885 1.426
C -0.329 5.126 -3.893
O -0.420 5.733 -4.958
N 0.138 3.846 -3.805
N -0.648 5.689 -2.701
H 0.225 3.368 -2.925
H 0.467 3.394 -4.636
H -0.975 6.637 -2.695
H -0.542 5.179 -1.840
C -1.926 4.385 -8.132
O -2.412 4.010 -9.185
N -1.065 3.616 -7.393
N -2.176 5.600 -7.569
H -0.655 3.977 -6.551
H -0.826 2.709 -7.744
H -2.773 6.234 -8.063
H -1.743 5.884 -6.704
C -1.023 -3.023 -0.360
O -0.821 -1.915 -0.833
N -1.244 -4.119 -1.151
N -1.041 -3.254 0.984
H -1.444 -5.031 -0.787
H -1.254 -3.972 -2.143
H -0.913 -2.451 1.575
H -1.188 -4.160 1.386
C 3.238 4.996 -3.366
O 3.232 4.078 -2.563
N 2.086 5.566 -3.828
N 4.398 5.521 -3.867
H 2.068 6.318 -4.491
H 1.218 5.202 -3.478
H 5.258 5.122 -3.542
H 4.422 6.274 -4.527
C 8.710 -2.952 -1.048
O 8.993 -2.128 -0.197
N 9.650 -3.521 -1.861
N 7.423 -3.369 -1.252
H 9.433 -4.200 -2.565
H 10.601 -3.234 -1.729
H 6.712 -2.946 -0.683
H 7.161 -4.038 -1.950
C -7.490 -7.209 -2.216
O -6.524 -6.818 -1.585
N -8.006 -8.466 -2.062
N -8.137 -6.418 -3.126
H -8.802 -8.802 -2.569
H -7.554 -9.066 -1.398
H -7.779 -5.491 -3.262
H -8.936 -6.718 -3.650

***

139
Properties=species:S:1:pos:R:3 method="wB97M-V/def2-TZVPD" homo_ev=-9.71 multiplicity=1 e_lumo_ev=-7.43 gap_ev=2.3 largest_force_ev_per_a=6.3
Cd -3.075 -3.116 1.226
C -1.122 1.934 0.721
F -2.093 1.638 1.605
F -1.240 3.208 0.338
F 0.066 1.732 1.313
S -1.265 0.820 -0.903
O -2.699 0.698 -1.147
O -0.497 1.414 -1.980
N -0.851 -0.803 -0.307
S 0.738 -0.855 -0.729
O 1.539 0.378 -0.677
O 1.487 -1.843 0.045
C 0.784 -1.485 -2.613
F 0.194 -2.677 -2.712
F 0.232 -0.601 -3.497
F 2.082 -1.633 -2.973
C -2.833 -7.747 3.574
F -2.405 -9.062 3.645
F -3.659 -7.620 2.557
F -3.412 -7.385 4.727
S -1.255 -6.636 3.226
O -0.114 -7.301 3.895
O -1.209 -6.476 1.763
N -1.787 -5.021 3.722
S -1.076 -4.983 5.130
O -1.616 -5.988 6.087
O 0.385 -4.822 5.133
C -1.665 -3.235 5.769
F -2.929 -3.299 6.234
F -0.876 -2.753 6.738
F -1.713 -2.372 4.730
C 4.890 0.591 4.855
C 4.034 0.961 5.990
O 4.590 2.035 6.744
H 4.399 -0.151 4.224
H 5.807 0.177 5.275
H 5.125 1.459 4.239
H 3.792 0.077 6.579
H 3.042 1.230 5.627
H 4.682 2.834 6.220
C -4.934 1.980 -6.458
C -6.382 1.732 -6.833
O -6.628 1.996 -8.200
H -4.622 2.985 -6.744
H -4.297 1.213 -6.898
H -4.822 2.006 -5.374
H -7.040 2.418 -6.300
H -6.791 0.757 -6.567
H -7.574 2.154 -8.207
C -4.205 -3.044 -3.750
C -5.166 -3.571 -2.668
O -4.347 -4.334 -1.759
H -3.512 -2.337 -3.294
H -4.674 -2.534 -4.591
H -3.541 -3.779 -4.205
H -5.885 -4.311 -3.021
H -5.709 -2.782 -2.148
H -4.258 -5.170 -2.223
C -2.232 8.578 4.173
C -2.980 9.136 5.406
O -3.495 8.235 6.360
H -2.891 7.826 3.739
H -1.276 8.103 4.395
H -1.960 9.292 3.396
H -3.816 9.779 5.129
H -2.280 9.817 5.888
H -2.729 7.809 6.752
C 4.108 -6.605 -6.751
C 3.440 -7.727 -7.456
O 3.588 -7.625 -8.845
H 5.170 -6.844 -6.683
H 3.776 -6.418 -5.730
H 3.921 -5.688 -7.309
H 2.376 -7.611 -7.247
H 3.828 -8.676 -7.088
H 3.259 -6.765 -9.113
C -0.046 -2.564 -9.153
C 1.428 -2.383 -9.673
O 1.821 -3.546 -10.363
H -0.652 -2.824 -10.021
H -0.432 -1.666 -8.671
H -0.100 -3.374 -8.425
H 2.112 -2.241 -8.836
H 1.507 -1.571 -10.396
H 1.275 -3.576 -11.151
C 4.014 6.176 -1.876
C 3.322 5.643 -0.622
O 3.083 6.712 0.294
H 3.324 6.854 -2.379
H 4.216 5.365 -2.575
H 4.939 6.702 -1.639
H 3.931 4.859 -0.173
H 2.391 5.106 -0.801
H 2.550 7.375 -0.151
C -1.446 3.996 8.014
C -0.234 4.874 8.152
O -0.694 6.045 8.696
H -2.037 4.224 7.127
H -2.083 4.111 8.891
H -1.125 2.956 7.974
H 0.246 5.071 7.193
H 0.466 4.347 8.799
H -0.928 5.857 9.608
C -7.488 1.214 5.946
C -7.642 2.116 4.781
O -7.782 1.468 3.568
H -6.471 0.884 6.158
H -8.031 0.275 5.841
H -7.862 1.702 6.846
H -6.771 2.756 4.646
H -8.526 2.731 4.951
H -8.086 2.164 2.981
C -2.592 7.271 -3.726
C -1.558 7.735 -4.828
O -1.800 7.069 -6.061
H -2.237 7.584 -2.744
H -2.580 6.181 -3.707
H -3.618 7.548 -3.969
H -0.569 7.434 -4.481
H -1.664 8.813 -4.947
H -1.044 7.084 -6.652
C 6.475 -4.889 5.544
C 6.483 -5.052 3.984
O 7.802 -5.317 3.568
H 7.250 -4.236 5.944
H 6.599 -5.876 5.992
H 5.498 -4.498 5.826
H 6.101 -4.195 3.430
H 5.832 -5.873 3.685
H 7.810 -5.256 2.610
C 7.877 -2.637 -1.792
C 7.807 -4.101 -2.187
O 8.581 -4.797 -1.229
H 7.086 -2.050 -2.261
H 8.822 -2.204 -2.120
H 7.803 -2.542 -0.708
H 8.186 -4.229 -3.201
H 6.781 -4.463 -2.110
H 8.781 -5.663 -1.591